Record 1
Computed, not measured: a molecular structure, C17H19ClEuN3O6S, with ωB97M-V with the def2-TZVPD basis set.

The calculation puts the largest force on an atom at 4.2 eV/A. Its multiplicity is 7. The energy above the lowest of the compared OMol25 structures with the same formula, charge and spin comes out at 4.99 kcal per mole. The calculation puts the lowest unoccupied orbital energy (spin up / spin down) at -6.796 / -6.139 eV. Its expectation value of S² is 12.01. Its net charge is +2. Its highest occupied orbital energy (spin up / spin down) is -15.19 / -15.19 eV.

The geometry in XYZ format:
```
48
Properties=species:S:1:pos:R:3:lowdin_spin:R:1
Eu -0.708 -0.183 0.219 6.05
Cl -1.241 5.706 -1.002 0.00
S 0.559 -3.041 -1.043 0.00
O -4.824 -0.248 0.776 0.00
O -2.893 -0.066 -0.328 -0.01
O 0.096 -1.476 1.748 -0.01
O -2.329 -2.712 0.481 0.00
O -1.828 -0.498 2.115 -0.01
O -0.145 -1.691 -1.261 -0.01
N 6.519 2.368 -1.385 0.00
N -0.801 2.197 0.753 -0.01
N 1.555 0.667 -0.275 -0.01
C 2.554 0.491 0.604 0.00
C -0.789 4.869 1.536 0.00
C -0.204 -4.142 -2.240 0.00
C -0.599 2.542 2.035 0.00
C -1.857 -2.862 1.839 0.00
C -0.992 4.519 0.207 0.00
C -3.664 -2.254 0.349 0.00
C -1.001 3.177 -0.136 0.00
C 3.847 0.916 0.371 0.00
C 1.840 1.292 -1.428 0.00
C 2.142 -2.820 -1.873 0.00
C 4.133 1.556 -0.833 0.00
C 3.100 1.746 -1.751 0.00
C -3.750 -0.739 0.251 0.00
C -1.133 -1.542 2.043 0.00
C 5.458 2.006 -1.134 0.00
C -0.593 3.857 2.461 0.00
H -2.680 -3.014 2.535 0.00
H -4.911 0.713 0.673 0.00
H 0.323 -5.096 -2.211 0.00
H -0.150 -3.700 -3.232 0.00
H 1.020 1.422 -2.125 0.00
H 1.973 -2.563 -2.918 0.00
H 2.666 -2.015 -1.359 0.00
H -0.442 4.089 3.505 0.00
H 3.282 2.242 -2.694 0.00
H -0.789 5.909 1.835 0.00
H 2.304 -0.020 1.526 0.00
H -1.183 2.893 -1.167 0.00
H -1.240 -4.286 -1.940 0.00
H -0.446 1.734 2.740 0.00
H -1.167 -3.699 1.858 0.00
H 4.621 0.757 1.107 0.00
H 2.722 -3.739 -1.794 0.00
H -4.306 -2.611 1.155 0.00
H -4.049 -2.652 -0.592 0.00
```

Record 2
Computed, not measured: a molecular structure, C17H19CoN5O5S, with ωB97M-V with the def2-TZVPD basis set.

The calculation puts the largest force on an atom at 2.0 eV/A. Its multiplicity is 2. The energy above the lowest of the compared OMol25 structures with the same formula, charge and spin comes out at 3.88 kcal per mole. The calculation puts the lowest unoccupied orbital energy (spin up / spin down) at -0.824 / -0.857 eV. Its expectation value of S² is 0.78. Its highest occupied orbital energy (spin up / spin down) is -7.50 / -7.53 eV.

The geometry in XYZ format:
```
48
Properties=species:S:1:pos:R:3:lowdin_spin:R:1
Co 0.047 -0.336 -0.260 1.00
S -2.841 -1.362 0.285 0.00
O -2.286 -2.684 0.510 0.00
O -1.844 -0.492 -0.451 0.01
O 6.244 3.377 5.700 0.00
O 1.867 -0.092 0.072 0.01
O -4.125 -1.284 -0.344 0.00
N 2.826 5.359 0.701 0.00
N 1.359 -2.909 0.336 0.00
N 3.743 5.853 1.385 0.01
N 0.344 -2.262 -0.463 -0.02
N -0.069 1.608 -0.198 -0.01
C 3.691 3.035 0.607 0.00
C 4.263 5.218 2.557 0.00
C 3.600 4.249 3.302 0.00
C 3.468 1.653 0.460 0.00
C 0.271 4.362 -0.115 0.00
C 2.206 1.182 0.191 -0.01
C 5.529 3.971 4.714 0.00
C -2.967 -0.603 1.866 0.00
C 5.625 2.311 6.404 0.00
C 1.166 2.144 0.028 0.00
C 6.165 4.996 4.025 0.00
C -1.090 2.405 -0.391 0.00
C -0.950 3.808 -0.366 0.00
C 5.526 5.629 2.977 0.00
C 2.688 3.970 0.471 0.01
C 1.390 3.518 0.098 0.00
C 4.219 3.628 4.376 0.00
H 0.551 -2.485 -1.432 0.00
H 4.742 2.654 6.947 0.00
H -1.819 4.428 -0.540 0.00
H 1.006 -2.934 1.285 0.00
H 2.156 -2.280 0.324 0.00
H 3.674 2.885 4.940 0.00
H -0.549 -2.715 -0.247 0.00
H 6.017 6.428 2.434 0.00
H 0.406 5.435 -0.083 0.00
H 5.344 1.501 5.728 0.00
H 7.168 5.278 4.325 0.00
H 6.363 1.949 7.112 0.00
H -2.043 1.924 -0.576 0.00
H 4.286 0.951 0.566 0.00
H 2.577 3.995 3.056 0.00
H -1.967 -0.467 2.277 0.00
H -3.481 0.350 1.751 0.00
H -3.550 -1.275 2.494 0.00
H 4.689 3.395 0.817 0.00
```

Record 3
Computed, not measured: a molecular structure, C17H19F7N4O7RuSe, with ωB97M-V with the def2-TZVPD basis set.

The calculation puts the largest force on an atom at 0.6 eV/A. Its multiplicity is 2. The energy above the lowest of the compared OMol25 structures with the same formula, charge and spin comes out at 21.83 kcal per mole. The calculation puts the lowest unoccupied orbital energy (spin up / spin down) at 2.371 / 1.975 eV. Its expectation value of S² is 0.76. Its net charge is -1. Its highest occupied orbital energy (spin up / spin down) is -4.93 / -4.93 eV.

The geometry in XYZ format:
```
56
Properties=species:S:1:pos:R:3:lowdin_spin:R:1
Ru -0.129 -0.537 0.027 0.75
Se 4.967 0.839 -1.406 0.00
F 0.097 3.088 3.225 0.00
F 0.405 2.447 5.750 0.00
F -2.812 -4.217 -1.394 0.00
F -3.129 -2.661 -2.868 0.00
F -4.173 -2.591 -0.972 0.00
F -0.283 -2.104 4.777 0.00
F -0.612 -1.518 2.206 0.01
O -2.100 -0.902 -0.598 0.00
O -0.705 -2.564 -0.941 0.02
O 4.232 -0.761 -0.932 0.00
O 6.038 -1.805 2.925 0.00
O 4.092 1.847 -0.424 0.00
O 1.583 -0.564 -1.695 0.16
O 6.448 0.633 -0.737 0.00
N -0.463 1.007 1.236 0.02
N 3.673 -0.354 2.449 0.00
N -0.088 0.905 -1.403 -0.01
N 1.710 -0.532 0.994 0.00
C -0.271 0.812 2.567 0.00
C 3.717 -1.438 3.442 0.00
C 0.069 0.158 5.350 0.01
C -3.009 -2.908 -1.550 0.00
C 5.999 -0.831 1.868 0.00
C 2.707 -0.424 1.562 0.00
C -0.131 2.288 0.617 0.00
C 0.153 1.453 4.883 0.00
C 1.388 0.778 -1.696 0.01
C -0.195 -0.815 4.405 0.00
C -1.843 -2.083 -0.978 0.00
C 4.990 0.255 2.179 0.00
C -0.548 2.185 -0.832 0.00
C -0.821 0.590 -2.640 0.00
C 4.789 -2.442 3.052 0.00
C -0.361 -0.498 3.081 0.01
C -0.006 1.784 3.551 0.01
H -1.638 2.188 -0.896 0.00
H 4.508 -2.925 2.106 0.00
H -0.669 3.117 1.078 0.00
H 0.205 -0.081 6.393 0.00
H 1.935 1.332 -0.921 0.00
H 6.994 -0.405 1.783 0.00
H -0.156 3.015 -1.428 0.00
H 3.293 -0.746 -1.249 0.00
H -0.439 -0.354 -3.021 0.00
H 3.969 -0.985 4.404 0.00
H -1.888 0.527 -2.449 0.00
H 5.744 -1.309 0.920 0.00
H 4.901 0.968 1.365 0.00
H 5.269 0.780 3.097 0.00
H 0.942 2.495 0.697 0.00
H -0.621 1.382 -3.368 0.00
H 1.582 1.277 -2.666 0.00
H 4.888 -3.208 3.824 0.00
H 2.733 -1.902 3.517 0.00
```